1.
ORCA calculation (the ωB97M-V functional and the def2-TZVPD basis) on a single C4H10NO2PS2 molecule at a distorted geometry.

XYZ file:
```
20
Properties=species:S:1:pos:R:3:forces:R:3
C 2.167329 0.398726 -0.633911 -1.284 -0.145 0.735
N 1.345764 -0.642564 0.036907 -0.232 0.794 0.337
P 0.175164 -0.133681 0.893897 -1.864 0.587 1.442
O -0.366734 -1.128496 2.018786 1.067 2.442 0.840
O 0.234412 1.247289 1.718603 1.109 -1.544 -0.643
C -0.789729 1.909064 2.468949 1.001 0.571 0.134
S -1.711511 0.112952 -0.293546 1.569 0.615 0.157
C -0.924736 -1.223754 -1.192298 -1.974 -0.657 -0.282
C -0.687190 -1.049407 -2.668705 0.217 2.408 -0.135
S -0.909294 -2.643635 -0.414804 0.157 -1.250 -1.090
H 2.981463 0.443725 0.104465 0.180 1.276 -0.914
H 2.507187 0.070012 -1.608415 0.207 -0.291 -0.048
H 1.486167 1.287622 -0.823927 1.560 -0.329 0.390
H -0.497690 -1.988727 1.686528 -0.473 -2.013 -0.826
H -0.295179 2.900551 2.598917 -0.871 -0.651 0.515
H -1.101892 1.409256 3.425202 0.571 0.335 -1.026
H -1.593524 2.022282 1.780058 -1.133 0.228 -0.131
H -1.492223 -1.550504 -3.201066 -0.096 -0.158 0.006
H -0.788974 0.120871 -2.964155 0.753 -2.887 0.609
H 0.261190 -1.561580 -2.931485 -0.464 0.672 -0.068
```
Positions in Å, forces in eV/Å.

Computed properties:
- SMILES: CN=[P@@](O)(OC)SC(C)=S
- Relative energy (zero: lowest compared OMol25 entry of this formula, charge and spin): 161.8 kJ/mol
- 2S+1: 1
- Electronic energy: -40853.407 eV
- Highest occupied orbital energy: -8.51 eV
- Frontier orbital gap: 8.0 eV
- LUMO energy: -0.5 eV

Löwdin atomic charge list, values in e, 6 entries: -0.18 -0.26 0.38 -0.19 -0.32 -0.09

=====

2.
ORCA calculation (the ωB97M-V functional and the def2-TZVPD basis) on 2 unconnected molecules or ions with the total composition C4H10NO2S at a distorted geometry.

XYZ file:
```
18
Properties=species:S:1:pos:R:3:forces:R:3
C -0.232064 2.378836 -0.198008 2.610 1.621 -1.565
N -0.159294 1.105121 -0.945956 0.641 2.746 0.060
C -0.196823 -0.066247 -0.225891 1.497 -5.384 -0.266
C -1.135927 -0.200404 0.943702 0.317 2.082 1.116
S -0.193360 0.196056 2.477606 0.423 0.730 0.988
C 1.365300 -0.593591 0.428093 -4.213 2.801 -1.543
O 1.773700 -1.666951 0.130725 1.834 -1.279 0.506
H 0.913488 2.644053 0.022089 -2.574 -0.469 0.396
H -0.883548 2.420180 0.693017 0.536 -0.187 -0.364
H -0.475892 3.247115 -0.923950 -0.082 -1.474 0.964
H -0.776286 1.031053 -1.709094 -0.815 0.389 -0.770
H -0.386282 -0.949312 -1.076575 0.333 2.099 2.282
H -1.171455 -1.200661 1.248063 -1.547 -1.684 -0.649
H -2.056471 0.468841 1.001306 0.771 -1.406 -0.738
H 1.831999 0.206396 0.972600 0.945 0.263 0.214
H 0.543725 -3.116701 -0.161823 -0.283 0.227 -1.340
H 0.993482 -2.740423 -1.572273 -0.684 -0.295 0.689
O 0.245706 -3.163359 -1.103629 0.289 -0.782 0.021
```
Positions in Å, forces in eV/Å.

Computed properties:
- Relative energy (zero: lowest compared OMol25 entry of this formula, charge and spin): 405.5 kJ/mol
- 2S+1: 1
- Electronic energy: -20728.735 eV
- Highest occupied orbital energy: -2.71 eV
- Frontier orbital gap: 6.5 eV
- Charge: -1
- LUMO energy: 3.7 eV

Löwdin atomic charge list, values in e, 6 entries: -0.15 -0.13 -0.44 -0.64 0.24 -0.29

=====

3.
ORCA calculation (the ωB97M-V functional and the def2-TZVPD basis) on a molecular structure, C4H10NO2S at a distorted geometry.

XYZ file:
```
18
Properties=species:S:1:pos:R:3:forces:R:3
C 0.241184 -0.904519 1.877883 1.427 -2.612 -1.491
C 1.676468 -0.510987 1.474917 1.050 -3.763 1.862
C 0.417353 0.249069 -0.441606 -2.530 -2.531 3.252
C -1.384092 0.977297 -1.952948 -2.524 -1.401 -0.425
N -0.873521 1.002185 -0.536387 -0.244 -1.462 -3.257
O -0.376145 -1.047725 0.626743 0.776 2.968 -1.780
O 0.692010 -0.511324 -1.523840 0.182 1.558 0.874
S 1.477140 1.088770 0.745626 0.296 -0.664 -1.480
H 0.122374 -1.965523 2.259252 0.575 1.368 0.362
H -0.064651 -0.142202 2.522721 -1.507 1.007 1.101
H 2.381986 -0.616443 2.360877 -0.611 0.784 -1.252
H 1.930349 -1.382706 0.759900 0.363 1.838 0.753
H -2.319562 1.623413 -2.023124 1.553 -0.550 0.015
H -0.637769 1.104558 -2.760788 -0.310 0.405 0.969
H -1.745181 -0.076716 -2.000890 0.166 0.821 -0.630
H -1.584555 0.575454 0.063656 0.401 -0.487 0.099
H -0.832104 1.925525 -0.288563 0.870 3.088 1.189
H 0.878717 -1.388127 -1.163427 0.068 -0.367 -0.159
```
Positions in Å, forces in eV/Å.

Computed properties:
- Relative energy (zero: lowest compared OMol25 entry of this formula, charge and spin): 320.4 kJ/mol
- 2S+1: 1
- Electronic energy: -20720.693 eV
- Highest occupied orbital energy: -14.12 eV
- Frontier orbital gap: 10.2 eV
- Charge: +1
- LUMO energy: -4.0 eV

Löwdin atomic charge list, values in e, 6 entries: -0.31 -0.45 -0.58 0.02 0.04 -0.17

=====

4.
ORCA calculation (the ωB97M-V functional and the def2-TZVPD basis) on a gas-phase ion, C4H10NO2S (charge +1) at a distorted geometry.

XYZ file:
```
18
Properties=species:S:1:pos:R:3:forces:R:3
N -1.443695 0.874613 -0.059580 -1.345 -1.094 0.641
C -0.261637 0.086532 0.467735 -0.738 1.360 2.251
C -0.063666 -1.257687 -0.175518 -2.518 0.355 -1.040
C 1.274918 -1.603943 0.240987 3.197 -1.440 0.732
S 2.349611 -0.205777 -0.111940 -0.411 1.182 -0.741
C 0.878610 0.965118 -0.009579 2.955 -2.019 3.497
O 0.503253 1.487021 -1.169296 1.015 1.506 -2.818
O 1.149107 1.913877 0.970688 -0.859 0.259 -0.030
H -0.901192 1.352799 -0.758352 -0.818 0.992 -1.853
H -1.907437 1.628213 0.474341 0.323 -0.911 0.410
H -2.112153 0.232803 -0.488304 -0.239 0.400 0.103
H -0.321689 0.108560 1.607655 0.296 -0.371 -1.588
H -0.024886 -1.096900 -1.288730 -0.486 -0.364 0.836
H -0.878534 -1.950587 0.139083 0.718 0.188 -0.427
H 1.435082 -1.705213 1.316151 -0.590 -0.681 -0.064
H 1.766693 -2.430168 -0.303425 -0.685 0.038 0.458
H 1.286887 1.830890 -1.620730 -0.286 0.044 -0.508
H 1.721904 2.572543 0.584089 0.470 0.556 0.143
```
Positions in Å, forces in eV/Å.

Computed properties:
- SMILES: [NH3+][C@H]1CCSC1(O)O
- Relative energy (zero: lowest compared OMol25 entry of this formula, charge and spin): 88.5 kJ/mol
- 2S+1: 1
- Electronic energy: -20723.097 eV
- Highest occupied orbital energy: -12.78 eV
- Frontier orbital gap: 9.5 eV
- Charge: +1
- LUMO energy: -3.3 eV

Löwdin atomic charge list, values in e, 6 entries: 0.25 -0.24 -0.21 -0.47 1.01 -0.84

=====

5.
ORCA calculation (the ωB97M-V functional and the def2-TZVPD basis) on 2 unconnected molecules or ions with the total composition C4H10NO3 at a distorted geometry.

XYZ file:
```
18
Properties=species:S:1:pos:R:3:forces:R:3
C 0.041916 0.804100 -1.961194 -1.843 -0.383 0.750
N -0.183602 -0.197444 -1.126302 1.279 -0.012 -0.871
C -0.885950 -1.264924 0.809939 -1.140 -1.806 -0.121
C -0.971794 0.043590 0.053978 -0.091 0.341 0.160
C -0.449140 1.210032 0.923549 1.238 0.313 1.385
O 0.964914 1.471993 0.776640 -0.507 0.011 -0.054
O -0.570479 1.904052 -1.945513 0.605 0.549 -0.204
H 0.777992 0.604012 -2.760390 0.012 -0.137 0.030
H 1.073344 1.573519 -0.167027 0.276 0.129 -0.595
H 0.076370 -1.710631 0.654013 0.676 0.363 0.646
H -1.457166 -2.080790 0.299048 -0.305 0.805 0.308
H -1.141616 -1.299350 1.881500 0.002 0.336 -0.329
H -2.021989 0.314432 -0.177807 0.184 -0.202 0.047
H -0.413974 1.016410 2.017574 -0.929 -0.389 -0.494
H -1.027218 2.125970 0.784033 0.078 -0.003 -0.333
H 2.413231 -0.841848 0.226363 -0.412 0.079 -0.123
H 1.419262 -1.936015 -0.166173 -0.096 0.473 -0.454
O 2.355892 -1.737103 -0.122239 0.974 -0.468 0.252
```
Positions in Å, forces in eV/Å.

Computed properties:
- Relative energy (zero: lowest compared OMol25 entry of this formula, charge and spin): 210.7 kJ/mol
- 2S+1: 1
- Electronic energy: -11943.213 eV
- Highest occupied orbital energy: -3.76 eV
- Frontier orbital gap: 7.8 eV
- Charge: -1
- LUMO energy: 4.0 eV

Löwdin atomic charge list, values in e, 6 entries: -0.51 -0.02 -0.10 -0.43 -0.22 -0.10

=====

6.
ORCA calculation (the ωB97M-V functional and the def2-TZVPD basis) on 2 unconnected molecules or ions with the total composition C4H10NO3 at a distorted geometry.

XYZ file:
```
18
Properties=species:S:1:pos:R:3:forces:R:3
O -1.737937 -1.741276 0.006740 0.095 0.033 -0.914
C -1.975059 -0.721377 0.665836 -1.434 -3.629 2.736
C -1.362026 0.693686 -0.195426 2.550 3.943 -3.470
C 0.198951 0.624798 -0.265330 -0.380 -1.015 1.154
C 0.815888 -0.681189 -0.744952 -0.008 -0.170 -0.342
O 2.153779 -0.478368 -1.096892 0.031 0.152 -0.022
N -1.727622 1.789032 0.392679 -0.897 0.329 0.874
H -1.424865 -0.642788 1.617003 0.372 0.778 -0.174
H -3.046221 -0.499967 0.798511 -0.039 0.750 -0.283
H 0.490166 1.450651 -0.913946 -0.098 -0.090 -0.188
H 0.601594 0.853915 0.719844 0.192 0.075 0.056
H 0.281939 -1.065827 -1.625067 -0.015 0.087 -0.077
H 0.699096 -1.462604 0.011545 0.116 0.105 0.157
H -1.765549 0.583351 -1.212534 -0.516 -0.846 0.250
H -2.549459 2.222739 -0.049479 0.011 -0.414 0.173
H 3.516423 0.901879 1.690129 0.161 -0.026 -0.166
H 2.595210 -0.055269 -0.272112 0.150 -0.066 0.122
O 2.849354 0.494474 1.135779 -0.289 0.002 0.113
```
Positions in Å, forces in eV/Å.

Computed properties:
- Relative energy (zero: lowest compared OMol25 entry of this formula, charge and spin): 642.1 kJ/mol
- 2S+1: 1
- Electronic energy: -11938.741 eV
- Highest occupied orbital energy: -3.46 eV
- Frontier orbital gap: 4.9 eV
- Charge: -1
- LUMO energy: 1.4 eV

Löwdin atomic charge list, values in e, 6 entries: -0.04 -0.32 -0.40 -0.14 -0.33 -0.15